[1]
{
  "formula": "C28H25Cl5MoNO",
  "method": "wB97M-V/def2-TZVPD",
  "gap_ev": [6.58, 7.77],
  "lumo_ha": [-0.145, -0.146],
  "multiplicity": 3,
  "homo_ev": [-10.5, -11.7],
  "charge": 1,
  "species": ["C", "C", "C", "H", "C", "C", "H", "C", "C", "C", "H", "C", "C", "H", "H", "H", "H", "H", "H", "Mo", "C", "C", "C", "H", "H", "H", "H", "H", "H", "C", "C", "H", "H", "O", "N", "C", "H", "C", "C", "H", "C", "H", "C", "H", "C", "H", "C", "H", "H", "H", "Cl", "C", "C", "C", "Cl", "C", "Cl", "C", "Cl", "C", "Cl"],
  "coordinates": [[1.09, 1.57, 2.46], [0.21, 2.17, 1.52], [-0.83, 1.25, 1.22], [0.23, 3.22, 1.22], [-0.54, 0.02, 1.92], [0.63, 0.24, 2.71], [-1.21, -0.82, 2.01], [3.38, 1.21, -0.85], [2.57, 2.28, -0.38], [1.29, 2.19, -1.01], [2.89, 3.10, 0.24], [1.28, 0.96, -1.78], [2.59, 0.36, -1.67], [-1.75, 1.47, 0.70], [1.02, -0.44, 3.46], [1.87, 2.09, 3.00], [2.89, -0.55, -2.19], [0.49, 2.92, -1.03], [4.44, 1.11, -0.71], [1.08, 0.33, 0.38], [0.12, 0.42, -2.57], [0.68, -0.24, -3.84], [-0.88, 1.51, -2.97], [1.29, 0.50, -4.36], [-0.13, -0.58, -4.48], [1.31, -1.10, -3.59], [-0.35, 2.32, -3.49], [-1.41, 1.94, -2.10], [-1.63, 1.08, -3.64], [-0.60, -0.57, -1.61], [-1.57, -1.51, -2.28], [-1.17, 0.01, -0.86], [0.14, -1.21, -1.08], [-1.40, -1.84, -3.45], [-2.67, -2.00, -1.60], [-2.87, -2.02, -0.15], [-3.17, -2.68, -2.15], [-3.62, -0.79, 0.33], [-3.87, -0.67, 1.70], [-3.56, -1.49, 2.37], [-4.50, 0.47, 2.19], [-4.66, 0.57, 3.26], [-4.92, 1.48, 1.31], [-5.42, 2.37, 1.69], [-4.71, 1.33, -0.06], [-5.04, 2.09, -0.77], [-4.07, 0.19, -0.57], [-3.93, 0.04, -1.64], [-1.91, -2.12, 0.39], [-3.46, -2.92, 0.07], [4.25, 1.51, 2.24], [4.03, -0.19, 2.03], [2.93, -0.72, 1.36], [2.74, -2.07, 1.29], [1.28, -2.67, 0.53], [3.66, -2.98, 1.86], [3.39, -4.66, 1.75], [4.80, -2.46, 2.52], [5.95, -3.52, 3.20], [4.99, -1.06, 2.60], [6.38, -0.43, 3.37]]
}

***

[2]
{
  "formula": "C16H21CaN2O4P2",
  "method": "wB97M-V/def2-TZVPD",
  "gap_ev": 9.24,
  "lumo_ha": -0.118,
  "homo_ev": -12.4,
  "charge": 1,
  "species": ["Ca", "C", "P", "C", "C", "C", "C", "C", "C", "C", "P", "C", "C", "H", "H", "H", "H", "H", "H", "H", "H", "H", "H", "H", "H", "H", "H", "H", "H", "C", "C", "N", "C", "C", "N", "C", "O", "O", "C", "O", "O", "H", "H", "H", "H", "H"],
  "coordinates": [[0.05, -0.03, 0.37], [-1.18, -3.93, -0.41], [-0.60, -2.41, -1.23], [-1.83, -2.19, -2.56], [0.91, -2.95, -2.12], [0.80, -4.11, -2.90], [1.87, -4.60, -3.63], [3.09, -3.93, -3.60], [3.21, -2.78, -2.84], [2.14, -2.27, -2.09], [2.45, -0.72, -1.16], [3.04, 0.45, -2.42], [3.97, -1.09, -0.22], [-1.35, -4.74, -1.11], [-2.12, -3.73, 0.12], [-0.45, -4.27, 0.33], [-1.88, -3.08, -3.20], [-1.58, -1.33, -3.18], [-2.81, -2.02, -2.13], [-0.14, -4.64, -2.94], [1.76, -5.50, -4.22], [3.93, -4.30, -4.16], [4.16, -2.26, -2.83], [3.91, 0.06, -2.95], [3.30, 1.40, -1.96], [2.25, 0.64, -3.15], [4.77, -1.46, -0.87], [3.79, -1.85, 0.54], [4.33, -0.19, 0.27], [-0.09, -0.89, 4.57], [-0.57, 0.33, 3.87], [-0.44, 0.58, 2.58], [-1.03, 1.86, 2.38], [-1.49, 2.32, 3.57], [-1.19, 1.35, 4.49], [-2.20, 3.52, 4.11], [-2.49, 4.48, 3.26], [-2.48, 3.53, 5.28], [-1.14, 2.56, 1.05], [-1.55, 3.71, 1.04], [-0.78, 1.88, 0.00], [0.30, -1.60, 3.84], [-0.89, -1.38, 5.12], [0.71, -0.66, 5.27], [-1.44, 1.44, 5.47], [-2.19, 4.22, 2.36]]
}

***

Total energy across the listed records, respectively: -3580.82303 -2393.06260 hartree.
ΔE to the lowest compared entry with this formula, charge and spin across the listed records, respectively: 0.0 0.0 kJ/mol.